# 1
{"formula": "C28H30NOSeTb", "method": "wB97M-V/def2-TZVPD", "orbital_gap_ev": [6.19, 7.76], "energy_ev": -120838.988, "multiplicity": 7, "largest_force_ha_per_bohr": 0.08355, "species": ["C", "H", "C", "C", "H", "C", "C", "C", "C", "H", "C", "H", "Se", "H", "H", "H", "C", "H", "H", "H", "C", "H", "H", "C", "C", "C", "H", "H", "H", "C", "H", "H", "O", "H", "C", "C", "H", "C", "H", "H", "C", "C", "H", "H", "N", "H", "C", "C", "H", "C", "H", "C", "H", "H", "Tb", "C", "C", "C", "C", "H", "H", "C"], "coordinates": [[2.384, -2.945, -1.835], [-0.213, 0.773, 4.646], [1.452, 0.033, 5.839], [-0.621, 2.482, 0.165], [3.091, -0.772, 2.683], [-1.630, 2.137, 1.103], [2.248, -1.071, 6.171], [1.411, -1.728, -1.744], [0.437, -0.077, 4.881], [-4.332, 1.466, -1.566], [-3.417, 3.098, -2.685], [-4.165, -1.036, -3.615], [-1.228, -1.606, 3.024], [2.623, -0.496, -3.071], [-1.675, 2.201, 3.374], [-2.421, 4.498, -3.994], [1.028, -2.424, 4.570], [2.282, -3.596, -0.960], [1.754, -2.579, 1.086], [-3.952, 3.876, -2.123], [-1.123, 2.360, 2.439], [2.203, 1.110, -1.224], [3.371, 1.515, 1.230], [-1.349, -1.402, -2.057], [2.260, 0.381, -0.399], [-0.086, -2.305, -1.768], [-0.220, -2.807, -0.765], [1.409, -1.506, -3.888], [1.439, 3.322, 0.432], [2.717, -0.602, 1.663], [-0.743, 2.456, -0.940], [1.615, 0.985, 6.355], [-1.822, -0.463, -1.366], [2.151, -3.523, -2.737], [-3.670, 1.745, -2.393], [0.181, -1.330, 4.254], [3.414, -2.582, -1.897], [2.029, -1.552, 0.815], [-1.620, 0.292, -4.686], [2.645, -3.161, 5.782], [-2.542, 3.452, -3.719], [-3.382, -0.740, -2.901], [0.912, 3.138, 3.144], [0.896, -0.023, -3.043], [-2.181, -1.643, -3.151], [-2.232, -2.558, -3.619], [-3.055, 0.733, -3.137], [1.597, -0.871, -3.011], [3.017, -0.988, 6.943], [1.784, -0.962, -0.472], [-0.089, -3.103, -2.595], [0.528, 2.930, 0.892], [-1.192, 2.696, -5.250], [-2.639, 1.795, 0.820], [0.557, 0.545, 1.945], [-1.877, 2.443, -4.432], [0.238, 2.862, 2.322], [2.035, -2.297, 5.523], [-2.140, 1.092, -4.144], [0.841, -3.375, 4.065], [-3.780, -0.901, -1.874], [2.850, 0.611, 0.897]]}

# 2
{"formula": "C13H6BrCl3O3PtS3Sb", "method": "wB97M-V/def2-TZVPD", "orbital_gap_ev": [5.01, 5.22], "energy_ev": -169623.412, "multiplicity": 2, "largest_force_ha_per_bohr": 0.03728, "de_lowest_kj_mol": 125.5, "total_charge": -2, "species": ["Pt", "C", "C", "H", "S", "C", "Cl", "C", "H", "C", "C", "Sb", "H", "O", "C", "H", "C", "S", "Cl", "C", "C", "H", "H", "Cl", "C", "Br", "O", "C", "O", "C", "S"], "coordinates": [[0.276, 0.073, 0.283], [-3.759, 2.467, -0.042], [-0.713, -6.769, 0.186], [0.912, -7.987, 0.853], [3.245, -2.298, 3.141], [1.529, -5.964, 0.459], [-2.281, 0.229, -0.257], [-0.599, -3.002, -0.591], [-1.446, -7.564, 0.231], [-3.921, 3.842, 0.022], [-2.488, 1.945, -0.143], [2.713, -0.128, 2.546], [-4.610, 1.804, -0.018], [0.049, -2.191, 0.119], [-1.566, 4.141, -0.040], [2.564, -6.134, 0.721], [-1.100, -5.502, -0.224], [0.276, 0.153, 2.742], [-0.206, 5.204, -0.006], [-0.204, -4.448, -0.270], [-1.305, 2.746, -0.162], [1.815, -3.877, 0.053], [-2.953, 5.761, 0.094], [-5.517, 4.527, 0.069], [1.120, -4.703, 0.071], [-2.929, -5.276, -0.700], [-1.453, -2.783, -1.442], [-2.827, 4.690, 0.031], [-0.132, 2.288, -0.288], [0.607, -6.999, 0.530], [2.652, -0.094, 0.073]]}

# 3
{"formula": "C27H72F9N6O15S3", "method": "wB97M-V/def2-TZVPD", "orbital_gap_ev": 6.04, "energy_ev": -125756.437, "multiplicity": 1, "largest_force_ha_per_bohr": 0.04059, "de_lowest_kj_mol": 181.7, "total_charge": 3, "species": ["H", "H", "H", "H", "H", "C", "H", "N", "C", "F", "H", "C", "C", "H", "C", "O", "H", "H", "H", "H", "C", "C", "H", "O", "H", "C", "C", "S", "N", "H", "C", "S", "H", "H", "H", "H", "F", "H", "H", "H", "H", "H", "H", "O", "H", "H", "O", "H", "C", "F", "H", "O", "F", "C", "C", "H", "H", "H", "H", "C", "H", "H", "H", "H", "S", "H", "H", "C", "H", "H", "N", "H", "H", "O", "O", "H", "N", "H", "O", "C", "H", "H", "H", "H", "H", "C", "H", "H", "C", "C", "H", "O", "H", "H", "F", "H", "O", "H", "O", "H", "H", "C", "H", "H", "O", "H", "H", "H", "H", "F", "C", "H", "O", "O", "H", "C", "H", "C", "C", "C", "H", "F", "H", "N", "F", "H", "F", "O", "C", "N", "C", "H"], "coordinates": [[4.022, 2.616, 2.482], [-5.135, 0.698, -7.932], [2.951, -2.927, -3.266], [2.229, 5.210, 0.496], [2.971, 2.988, 8.716], [2.977, 2.957, 7.625], [3.351, -0.601, -4.326], [4.361, 5.259, -0.967], [4.364, 5.414, 0.548], [1.400, -3.049, 2.480], [3.431, 3.874, 7.247], [-2.491, -2.509, 4.372], [-3.832, 3.013, 0.878], [-6.266, -3.362, -5.611], [-2.040, 0.297, -2.881], [-3.647, -0.536, 4.408], [2.251, 0.922, 5.669], [5.449, 2.702, 6.878], [1.261, -0.049, -0.333], [-4.930, -2.997, -6.656], [0.367, 0.519, -0.067], [-3.869, -0.376, -6.588], [-2.175, -0.779, -3.028], [2.522, -4.147, -5.429], [-2.312, -3.462, 2.422], [-5.280, -2.906, -5.618], [-3.874, -1.911, 4.226], [3.297, -2.509, 0.629], [3.094, -1.491, -4.750], [-3.351, -1.661, -4.876], [0.156, 0.314, 1.429], [-4.306, -3.472, -1.802], [-2.881, -3.798, 6.034], [0.547, -1.042, -3.752], [5.634, 1.101, 6.699], [-2.912, 0.803, -2.466], [-3.467, -1.227, -0.648], [-1.861, 0.762, -3.855], [4.289, 7.036, 1.922], [3.982, -1.956, -4.952], [5.143, 5.796, -1.354], [2.959, 5.040, 2.118], [-0.154, -0.719, 1.578], [3.197, -2.630, -0.813], [4.770, 0.399, 3.480], [-0.659, 0.961, 1.767], [-1.257, 3.536, 0.941], [-2.509, 0.709, -7.852], [1.806, -3.446, 1.263], [2.054, -4.749, 1.277], [0.814, 2.114, -1.342], [-2.711, 4.751, 2.456], [-4.305, -2.693, 0.715], [3.663, 1.678, 7.159], [4.426, 6.896, 0.850], [1.638, -4.613, -7.266], [1.801, -0.808, -2.528], [-5.900, 0.087, -6.568], [-5.203, 0.117, 3.199], [-4.806, 0.258, 4.208], [-4.618, -3.462, -4.954], [-1.781, -4.443, 5.002], [0.676, -2.169, -2.387], [3.488, 5.604, -1.369], [-2.364, 3.475, 1.905], [4.999, 2.834, 0.940], [3.234, -0.341, 3.670], [4.038, 2.588, 1.390], [5.218, 4.882, 0.957], [0.922, -2.809, -5.556], [0.637, 1.979, -0.349], [5.446, 1.692, 8.248], [3.652, 7.500, 0.371], [2.972, -1.154, 1.092], [2.951, 3.382, 0.896], [-0.754, -3.218, 3.217], [-5.033, 0.505, -6.936], [-4.904, 1.409, -6.471], [4.491, -3.052, 1.208], [3.065, 4.790, 1.059], [1.137, -5.658, -5.916], [2.612, -1.307, -5.631], [4.696, -1.271, 4.070], [-2.468, 1.196, -6.147], [1.054, 0.455, 2.027], [-0.883, 0.128, -0.801], [-4.335, -2.034, 3.241], [5.395, 7.319, 0.580], [1.539, -3.358, -4.824], [1.241, -1.559, -3.087], [-1.681, -1.935, 2.434], [-0.807, 0.463, -2.190], [-3.381, -4.406, 4.582], [1.487, 2.262, 0.142], [-4.795, 2.587, 1.693], [-1.869, -1.933, 5.053], [-4.410, -4.814, -1.289], [4.516, 4.295, -1.269], [-2.236, 2.397, 2.859], [0.864, -3.974, -4.217], [-1.789, 0.555, -0.373], [-4.124, -0.970, -5.223], [3.803, 1.554, 1.124], [-3.856, -1.164, -7.347], [4.181, 0.140, 5.480], [-4.558, 1.308, 4.332], [3.375, 0.950, 7.920], [-5.555, 0.017, 4.970], [3.566, 2.030, 5.097], [0.772, -3.227, 0.426], [3.302, 1.192, 5.773], [-1.726, -0.351, -6.653], [-3.289, -3.357, -2.851], [-5.401, -1.540, -5.212], [2.766, -5.805, -6.545], [-1.750, -2.801, 3.093], [-0.208, 2.499, -0.062], [2.218, -2.402, -3.877], [4.225, -0.296, 4.134], [-2.544, 0.341, -6.826], [-4.541, -2.266, 5.029], [-4.318, 3.997, 0.137], [-4.118, -0.128, -4.515], [5.158, 1.808, 7.277], [-3.512, 2.002, 0.037], [-0.955, -0.965, -0.791], [-2.311, -2.948, -0.088], [-5.565, -2.815, -2.038], [-3.560, -2.542, -0.385], [-2.634, -3.883, 5.046], [1.970, -5.093, -6.342], [1.920, 2.917, 7.363]]}

Q: What is the multiplicity in the third record?
A: 1

Q: Among the records above, which one has the highest multiplicity?
A: C28H30NOSeTb